1.
The following is a DFT calculation (wB97M-V/def2-TZVPD) of a molecular structure, C52H43BN8O5P2S3TeTi.

Computed properties:
max |F|	0.59	eV/A
energy above the lowest of the compared OMol25 structures with the same formula, charge and spin	0.00	kJ/mol
2S+1	2
Kohn-Sham gap (alpha / beta)	5.9 / 6.7	eV
LUMO energy (alpha / beta)	-3.49 / -3.78	eV
net charge	+1

The geometry in XYZ format:
```
116
Properties=species:S:1:pos:R:3:forces:R:3:lowdin_spin:R:1
Te -1.415 -2.252 -0.319 0.1612 0.0359 0.4152 0.486
Ti 0.351 -0.318 -1.707 0.0475 -0.3773 -0.3413 -0.009
S -1.942 -5.425 -0.598 0.0559 -0.1345 0.0651 0.020
S -0.591 2.326 -0.081 0.2392 -0.3663 0.1763 0.001
S -0.880 0.930 -3.578 -0.2778 0.4963 -0.1393 0.000
P -3.273 0.051 -0.030 -0.0647 0.0238 -0.0122 0.200
P 2.098 1.581 1.792 -0.1481 -0.0584 -0.2299 0.000
O 0.506 0.379 -3.758 -0.0965 -0.0128 0.2238 0.000
O -1.737 0.941 -4.711 0.1760 -0.1350 -0.0210 0.000
O -1.357 -0.163 -2.535 -0.2081 0.1814 -0.1107 0.005
O -0.408 0.784 -0.179 0.3531 0.1660 0.2347 0.007
O -0.758 2.162 -2.809 -0.1616 -0.0209 -0.0866 0.000
N 1.708 -1.373 -0.349 0.1388 -0.1552 -0.0198 0.017
N 4.682 -1.929 -2.667 -0.0768 0.0432 -0.0620 0.000
N 0.912 -2.001 -2.848 0.2317 0.1208 -0.1613 0.004
N 3.248 0.086 -2.292 -0.0744 -0.0613 0.0868 0.000
N 5.565 -2.484 -1.802 0.1113 0.0760 -0.2816 0.000
N 2.877 -1.878 -0.837 -0.0244 0.1172 -0.1165 0.002
N 2.223 -2.102 -3.202 -0.1246 0.1343 0.1777 0.001
N 2.161 0.756 -1.845 -0.0776 -0.1469 -0.1945 0.000
C -3.044 -5.361 -2.892 0.0111 0.0993 0.0554 0.003
C 3.668 2.284 2.385 0.1174 0.0267 -0.0711 0.000
C -3.355 1.798 -0.586 -0.0106 -0.0022 0.2093 0.041
C 2.615 -2.747 1.172 -0.0754 0.0811 -0.0100 0.002
C -4.615 -0.763 -0.942 0.0570 -0.0455 -0.0009 0.009
C 6.181 3.292 3.054 -0.0068 -0.0262 0.0080 0.000
C -2.668 -6.230 -1.910 -0.0532 -0.0194 -0.0302 0.036
C 2.471 -1.374 4.593 -0.0927 -0.0471 0.0122 0.000
C 0.029 4.517 3.825 0.0248 -0.1092 -0.0761 0.000
C -2.303 2.702 -0.442 0.2103 0.0251 -0.4461 0.006
C 0.835 2.838 2.257 0.1552 0.1404 0.1029 0.000
C 3.683 2.250 -2.479 0.1038 -0.0785 0.0096 0.000
C -4.684 3.622 -1.499 0.0138 -0.0578 0.0363 0.002
C -4.623 -0.690 -2.338 0.0333 0.0342 -0.0444 -0.001
C 1.564 -1.891 0.869 -0.0748 0.0411 0.2549 0.018
C -3.845 0.154 1.698 -0.0261 0.0625 0.0107 0.018
C -1.439 3.667 2.140 -0.2279 -0.1100 0.2267 0.000
C -5.494 -1.629 -0.297 -0.0345 0.0136 -0.0066 0.000
C 0.147 -0.782 4.553 0.0244 0.0140 -0.0497 0.000
C 5.257 -1.731 -3.884 0.1017 -0.0485 0.0847 0.000
C -2.727 -4.015 -2.573 -0.1910 -0.0427 0.0151 0.032
C 2.731 -0.418 3.625 0.0516 -0.1102 -0.0053 0.000
C 5.816 3.175 1.723 -0.0470 -0.0050 0.0217 0.000
C -6.385 -2.396 -1.038 0.0051 0.0096 -0.0057 0.000
C -3.734 -0.681 3.962 0.0064 0.0450 -0.0459 0.000
C 4.567 2.666 1.391 0.0263 0.0886 0.0385 0.000
C -4.725 0.208 4.346 -0.0107 0.0157 -0.0396 0.002
C -5.517 -1.452 -3.070 -0.0219 -0.0146 0.0230 0.000
C 4.182 0.972 -2.659 0.0491 0.0671 0.0097 0.000
C 3.426 -2.707 0.057 0.1245 -0.1871 0.1509 0.000
C -3.622 4.499 -1.346 0.0154 -0.0006 0.0316 0.005
C -4.544 2.294 -1.125 -0.0506 0.0769 -0.0168 0.013
C 1.705 0.378 3.117 0.0748 0.0729 0.0903 0.000
C 1.175 -1.558 5.065 0.0781 0.0357 -0.0219 0.000
C -1.227 4.471 3.249 0.0118 -0.0456 -0.0349 0.000
C 6.547 -2.181 -3.816 0.0183 -0.0373 0.1192 0.000
C -2.115 -3.896 -1.353 0.0399 0.0544 -0.2816 0.056
C 1.036 -3.100 -4.785 0.0669 -0.0434 0.0062 0.000
C -2.427 4.029 -0.837 -0.0432 0.0681 -0.1074 0.000
C -5.273 1.080 3.411 0.0475 -0.0288 0.0327 0.001
C 0.199 -2.578 -3.816 -0.0775 -0.0401 0.1367 0.001
C 1.031 3.688 3.339 0.0345 0.0535 0.1538 0.000
C -0.412 2.880 1.628 -0.3621 0.1063 -0.1712 0.000
C 2.309 -2.775 -4.354 0.0712 -0.0669 -0.0170 0.000
C 0.410 0.180 3.585 -0.1650 -0.0456 0.0019 0.000
C 5.297 2.901 4.055 0.0163 0.0232 -0.0365 0.000
C 6.679 -2.642 -2.489 0.0915 -0.0044 -0.0700 0.000
C -4.836 1.052 2.096 -0.0802 0.0542 -0.0294 0.007
C 4.052 2.397 3.722 -0.0058 0.0095 0.0440 0.000
C 2.404 2.056 -1.978 -0.1439 0.1634 0.0553 0.000
C -3.289 -0.702 2.646 0.0347 -0.0496 0.0382 0.003
C -6.399 -2.308 -2.421 0.0049 0.0176 0.0121 -0.001
B 3.306 -1.483 -2.257 -0.0957 0.0132 0.1046 0.000
H 4.721 -1.266 -4.694 -0.0360 0.0199 -0.0206 0.000
H 7.285 -2.178 -4.597 0.0296 -0.0076 -0.0273 0.000
H -5.379 1.619 -1.256 -0.0190 0.0061 -0.0027 0.001
H 0.735 -1.606 1.496 0.0202 -0.0400 -0.0456 0.005
H -2.511 -1.400 2.363 -0.0043 0.0073 -0.0311 0.000
H 4.286 2.562 0.350 0.0034 -0.0307 -0.0172 0.000
H -3.000 -3.172 -3.192 0.0729 0.0396 -0.0202 0.001
H -0.872 -2.571 -3.765 -0.0894 -0.0021 0.0022 0.000
H 2.769 -3.304 2.076 0.0138 0.0021 0.0670 0.000
H -7.069 -3.060 -0.529 -0.0052 -0.0117 0.0062 0.000
H 0.764 -3.649 -5.667 -0.0021 -0.0110 -0.0271 0.000
H -1.574 4.696 -0.772 0.0177 -0.0320 -0.0069 0.000
H -5.282 1.732 1.378 0.0383 -0.0448 0.0156 0.001
H 3.264 -3.019 -4.781 0.0370 -0.0088 -0.0166 0.000
H -0.415 0.772 3.201 0.0524 -0.0070 0.0495 0.000
H -5.620 3.966 -1.916 -0.0046 -0.0135 -0.0059 0.000
H 3.383 2.068 4.510 0.0337 0.0124 -0.0283 0.000
H -0.866 -0.907 4.914 -0.0022 -0.0117 0.0056 0.000
H 0.227 5.171 4.663 0.0113 0.0031 0.0127 0.000
H -3.304 -1.365 4.682 -0.0193 -0.0037 0.0171 0.000
H -2.042 5.065 3.639 0.0017 0.0121 0.0015 0.000
H -3.709 5.533 -1.649 -0.0063 0.0064 -0.0030 0.000
H 5.147 0.644 -3.003 0.0195 -0.0090 -0.0252 0.000
H 7.158 3.675 3.318 0.0061 0.0173 0.0001 0.000
H -5.075 0.223 5.369 0.0025 0.0099 0.0173 0.000
H 3.281 -1.977 4.980 0.0058 0.0000 0.0233 0.000
H -2.423 3.648 1.698 0.0220 0.0355 -0.0401 0.000
H 1.650 2.787 -1.731 0.0066 -0.0784 -0.0256 0.000
H -6.044 1.779 3.704 -0.0192 0.0017 0.0133 0.000
H -3.933 -0.034 -2.858 0.0098 -0.0361 0.0239 0.000
H -5.519 -1.382 -4.150 -0.0151 0.0172 -0.0150 0.000
H 6.505 3.467 0.941 0.0179 0.0087 -0.0086 0.000
H 4.177 3.183 -2.679 0.0157 0.0108 -0.0092 0.000
H 2.000 3.703 3.819 -0.0392 0.0039 0.0137 0.000
H -3.539 -5.665 -3.802 -0.0044 -0.0085 -0.0189 0.000
H 4.371 -3.180 -0.161 -0.1777 0.0641 0.0449 0.000
H 3.746 -0.288 3.265 -0.0496 -0.0301 0.0119 0.000
H 0.974 -2.292 5.834 -0.0030 -0.0303 -0.0046 0.000
H -5.491 -1.709 0.783 0.0098 0.0128 0.0091 0.000
H 7.539 -3.081 -2.012 0.0258 -0.0086 -0.0048 0.000
H 5.583 2.984 5.094 0.0154 -0.0010 0.0142 0.000
H -2.791 -7.301 -1.890 0.0022 -0.0218 -0.0204 0.002
H -7.098 -2.902 -2.995 0.0006 -0.0153 -0.0047 0.000
```
Forces are in eV/Å.


2.
The following is a DFT calculation (wB97M-V/def2-TZVPD) of 2 unconnected molecules or ions with the total composition C3H4F2NPS.

Computed properties:
max |F|	2.55	eV/A
energy above the lowest of the compared OMol25 structures with the same formula, charge and spin	238.64	kJ/mol
Kohn-Sham gap (alpha / beta)	7.1 / 8.1	eV
LUMO energy (alpha / beta)	-1.09 / -0.68	eV
net charge	0

The geometry in XYZ format:
```
12
Properties=species:S:1:pos:R:3:forces:R:3:nbo_charge:R:1
S -1.682 -1.621 0.584 1.0105 -0.6131 -0.0272 0.222
P -5.328 0.121 0.430 0.7296 -0.7838 -1.6963 1.311
F -5.473 1.366 -0.531 0.0772 0.2906 0.3716 -0.579
F -5.647 -0.952 -0.753 0.2284 0.4257 1.1625 -0.589
N -1.536 0.867 -0.016 -1.0760 0.2899 0.4486 -0.483
C -0.130 0.598 0.278 0.5684 1.3192 -2.1121 -0.275
C 0.051 -0.891 0.513 1.0385 -1.0710 -0.0571 -0.540
C -2.308 -0.080 0.178 -0.3431 1.1319 -0.2545 0.050
H 0.795 -1.398 -0.164 -1.3392 0.4315 0.0332 0.232
H 0.250 1.280 1.022 -0.3954 -0.2143 1.1704 0.216
H 0.498 -1.089 1.468 0.0025 0.0579 0.7203 0.222
H 0.453 1.069 -0.569 -0.5015 -1.2646 0.2406 0.214
```
Forces are in eV/Å.